2 unconnected molecules or ions with the total composition C3H3NO2 at a distorted geometry. Source: OMol25; level of theory: the ωB97M-V functional and the def2-TZVPD basis.

Values from the calculation:
Multiplicity: 1
Energy relative to the best compared isomer or geometry (same formula, charge and spin) (kJ/mol): 518.31
HOMO-LUMO gap (eV): 8.4
HOMO energy (eV): -8.269

```
9
C3H3NO2 (the ωB97M-V functional and the def2-TZVPD basis)
C -0.47325 -0.35005 -0.20114
C -0.47284 1.84175 0.01809
C -1.57922 -0.93890 0.08767
N 0.94239 -0.50070 -0.01451
O -2.73466 -1.17138 0.04122
O 0.70235 1.98717 -0.00364
H 1.10284 -1.03198 0.81750
H 1.28875 -0.56144 -0.92566
H 1.22364 0.72552 0.18047
```

=====

A single C2H7N3 molecule at a distorted geometry. Source: OMol25; level of theory: the ωB97M-V functional and the def2-TZVPD basis.

Values from the calculation:
Multiplicity: 1
SMILES string: [H]/N=C(/C)NN
Energy relative to the best compared isomer or geometry (same formula, charge and spin) (kJ/mol): 157.02
HOMO-LUMO gap (eV): 10.2
HOMO energy (eV): -9.282

```
12
C2H7N3 (the ωB97M-V functional and the def2-TZVPD basis)
C 1.72277 -0.48616 -0.02263
C 0.38167 0.31624 0.00342
H 1.64402 -1.59718 -0.34534
H 2.39332 0.14548 -0.74957
H 2.10701 -0.55694 1.05992
H -0.52504 1.95378 -0.08952
H -0.58792 -1.54007 0.16420
H -2.32522 0.34308 0.86827
H -2.36265 0.48304 -0.71769
N 0.40252 1.59554 -0.01163
N -0.72615 -0.50568 -0.15265
N -2.12431 -0.15113 -0.00680
```

=====

4 unconnected molecules or ions with the total composition C25H29F6IO9. Source: OMol25; level of theory: the ωB97M-V functional and the def2-TZVPD basis.

Values from the calculation:
Multiplicity: 1
SMILES string: O=C(O[C@](O)(I)CCCF)C(F)(F)c1cccc(C(F)(F)F)c1.O=C1CCCO1.O=C1CCCO1.O=C1CCCO1
HOMO-LUMO gap (eV): 9.7
HOMO energy (eV): -9.811

```
70
C25H29F6IO9 (the ωB97M-V functional and the def2-TZVPD basis)
O -1.64468 -4.33112 5.74229
C -1.91384 -3.72211 4.75493
O -2.20941 -4.28037 3.54618
C -1.25590 -5.12512 2.92736
O -0.02914 -4.78047 3.46434
I -1.28863 -4.48750 0.83350
C -1.63310 -6.59000 3.13394
C -1.34159 -7.60128 2.03034
C 0.12616 -7.81349 1.73074
F 0.72384 -8.51038 2.78388
C -1.94834 -2.18368 4.71323
F -2.47071 -1.73977 5.88899
F -2.77463 -1.76750 3.71540
C -0.55460 -1.64517 4.50344
C 0.39597 -1.82674 5.50091
C 1.68902 -1.37157 5.30519
C 2.03557 -0.75302 4.11405
C 1.07754 -0.58390 3.12232
C 1.46953 0.08600 1.84084
F 0.56570 -0.11495 0.85997
F 2.65825 -0.36312 1.38357
F 1.60358 1.42516 1.98068
C -0.22003 -1.02482 3.30955
H 0.64850 -5.39201 3.15541
H -1.09772 -6.90042 4.03609
H -2.69368 -6.62798 3.37592
H -1.72372 -8.56532 2.37797
H -1.88457 -7.37453 1.11280
H 0.26539 -8.39573 0.81876
H 0.68022 -6.87913 1.60596
H 0.13216 -2.32893 6.42283
H 2.42968 -1.50759 6.08142
H 3.04926 -0.41142 3.95292
H -0.96476 -0.90458 2.53665
O 1.32994 3.09988 -4.52267
C 1.62528 2.83887 -3.39070
O 2.13864 1.63978 -3.04341
C 2.30351 1.56257 -1.61070
C 2.37651 3.01077 -1.13945
C 1.48439 3.71085 -2.16042
H 1.44219 1.03592 -1.19973
H 3.20270 0.98938 -1.40014
H 2.06090 3.14401 -0.10857
H 3.39819 3.38097 -1.22960
H 0.43599 3.70569 -1.85846
H 1.79378 4.72813 -2.37463
O -2.90025 -0.50919 -7.48652
C -1.83335 -0.07293 -7.16790
O -1.54081 1.24481 -7.23002
C -0.16189 1.47491 -6.87258
C 0.23953 0.26506 -6.03963
C -0.62461 -0.83525 -6.65402
H 0.42003 1.55426 -7.79370
H -0.09130 2.40819 -6.32566
H 1.30872 0.07060 -6.06682
H -0.04381 0.42723 -4.99927
H -0.14186 -1.31348 -7.50829
H -0.93735 -1.60135 -5.95020
O 1.32363 6.03063 0.13393
C 0.35148 6.66448 -0.15618
O -0.22622 7.53585 0.69926
C -1.42915 8.08016 0.12735
C -1.26820 7.90885 -1.37943
C -0.42793 6.63509 -1.45851
H -2.27820 7.51702 0.52012
H -1.51545 9.11620 0.44369
H -2.21911 7.85251 -1.90407
H -0.70428 8.74811 -1.78773
H -1.04397 5.73445 -1.46257
H 0.25107 6.60952 -2.30514
```

=====

Question: Which of these has the highest HOMO-LUMO gap?
Answer: C2H7N3

=====

Question: multiplicity of number 2 (C2H7N3)?
Answer: 1